[1]
This record from the Open Molecules 2025 dataset describes an isolated ion of composition C7H12N3O and charge +1 in a non-equilibrium geometry. The level of theory is wB97M-V/def2-TZVPD.

Element x y z (Å)
1 C 3.07 -0.37 -0.10
2 C 1.63 -0.48 -0.13
3 N 0.95 -1.56 -0.19
4 C 0.93 0.74 0.12
5 N 1.41 1.94 0.09
6 C 0.51 2.82 0.21
7 O -0.76 2.30 0.24
8 C -0.70 0.95 0.21
9 C -1.85 -0.04 0.36
10 C -2.52 -0.14 -0.94
11 N -1.33 -1.32 0.83
12 H 3.32 0.59 0.12
13 H 3.50 -0.75 -1.03
14 H 3.41 -0.95 0.81
15 H 1.50 -2.42 -0.37
16 H -0.17 -1.66 0.01
17 H 0.61 3.85 0.35
18 H -2.36 0.54 1.12
19 H -3.59 -0.49 -0.97
20 H -2.48 0.87 -1.41
21 H -2.09 -0.86 -1.61
22 H -1.77 -2.25 0.50
23 H -1.21 -1.31 1.79

Its net charge is +1. As for the energy above the lowest of the compared OMol25 structures with the same formula, charge and spin: 57.6 kcal per mole. For the HOMO-LUMO gap, the calculation gives 8.34 eV. As for the SMILES: CC(=[NH2+])c1ncoc1[C@@H](C)N.


[2]
This record from the Open Molecules 2025 dataset describes C21H9I2IrN6O8Se as an isolated structure. The level of theory is wB97M-V/def2-TZVPD.

Element x y z (Å)
1 Ir -0.25 0.24 -1.57
2 I -0.41 5.41 -1.58
3 C 1.19 4.10 -1.49
4 C 2.50 4.59 -1.33
5 C 3.58 3.76 -1.29
6 I 5.49 4.58 -1.07
7 C 3.40 2.35 -1.39
8 C 4.43 1.38 -1.39
9 C 4.12 0.06 -1.52
10 C 2.77 -0.33 -1.62
11 N 1.79 0.54 -1.61
12 C 2.08 1.88 -1.51
13 C 0.95 2.75 -1.59
14 O -0.24 2.22 -1.77
15 H 2.64 5.66 -1.25
16 H 5.46 1.70 -1.29
17 H 4.89 -0.70 -1.53
18 H 2.50 -1.37 -1.70
19 O -4.26 0.08 -0.86
20 C -3.07 0.15 -0.70
21 O -2.23 0.19 -1.70
22 C -2.52 0.14 0.72
23 C -3.48 0.01 1.72
24 C -3.15 -0.01 3.05
25 C -1.83 0.11 3.47
26 C -0.89 0.25 2.49
27 C -1.17 0.28 1.11
28 O -0.10 0.41 0.35
29 N 0.53 0.36 2.88
30 O 1.10 -0.67 3.21
31 O 1.03 1.46 2.86
32 N -4.19 -0.17 4.06
33 O -5.34 -0.29 3.68
34 O -3.85 -0.17 5.23
35 H -4.51 -0.08 1.41
36 H -1.57 0.08 4.52
37 Se 1.53 -3.40 1.49
38 N 0.43 -4.59 0.79
39 C -0.20 -3.98 -0.20
40 C -1.18 -4.58 -1.03
41 C -1.73 -3.81 -2.00
42 C -1.34 -2.44 -2.15
43 N -0.43 -1.84 -1.41
44 C 0.18 -2.60 -0.43
45 N 1.11 -2.12 0.36
46 H -1.47 -5.61 -0.87
47 H -2.49 -4.18 -2.67
48 H -1.84 -1.83 -2.88

Its net charge is 0. As for the energy above the lowest of the compared OMol25 structures with the same formula, charge and spin: 0.0 kcal per mole. For the HOMO-LUMO gap, the calculation gives 5.96 eV.


[3]
This record from the Open Molecules 2025 dataset describes C11H14BN7ReSe as an isolated structure in a non-equilibrium geometry. The level of theory is wB97M-V/def2-TZVPD.

Element x y z (Å)
1 C -1.02 0.04 3.05
2 N -0.60 -0.01 1.75
3 N -0.60 -1.34 1.34
4 C -0.95 -2.10 2.39
5 C -1.21 -1.28 3.47
6 B -0.16 -1.81 -0.10
7 N -0.94 -1.06 -1.18
8 N -1.10 0.36 -1.13
9 C -1.86 0.69 -2.24
10 C -2.16 -0.46 -2.95
11 C -1.57 -1.52 -2.26
12 Re -0.35 1.32 0.31
13 N 1.35 -1.59 -0.30
14 N 1.91 -0.34 -0.21
15 C 3.25 -0.52 -0.38
16 C 3.53 -1.89 -0.58
17 C 2.31 -2.53 -0.54
18 H 3.98 0.28 -0.35
19 H 2.01 -3.56 -0.64
20 H 4.49 -2.37 -0.74
21 H -0.39 -2.98 -0.20
22 H -1.56 -2.59 -2.46
23 H -0.97 -3.18 2.25
24 H -2.74 -0.54 -3.86
25 H -1.51 -1.58 4.47
26 H -2.13 1.72 -2.42
27 H -1.11 1.02 3.52
28 H 1.28 1.67 -0.77
29 C 0.60 2.64 -0.94
30 H 0.10 2.72 -1.91
31 H -0.62 3.08 -0.03
32 H 1.13 3.51 -0.55
33 Se -0.96 6.25 1.71
34 C -0.73 4.57 1.29
35 N -0.68 3.36 1.17

Its net charge is +4. As for the energy above the lowest of the compared OMol25 structures with the same formula, charge and spin: 40.5 kcal per mole. As for the spin multiplicity: 4. For the HOMO-LUMO gap (alpha / beta), the calculation gives 6.05 / 5.82 eV. Its expectation value of S² is 4.100.


[4]
This record from the Open Molecules 2025 dataset describes a 2-piece molecular cluster, C14H23IN3O overall in a non-equilibrium geometry. The level of theory is wB97M-V/def2-TZVPD.

Element x y z (Å)
1 C -3.78 -1.04 5.13
2 C -2.42 -1.15 4.26
3 C -1.59 -2.48 4.14
4 C -0.28 -2.48 3.31
5 C 0.29 -1.21 2.57
6 C 1.67 -1.37 1.80
7 C 1.73 -0.61 0.37
8 C 2.08 0.96 0.55
9 N 1.69 1.75 -0.67
10 C 0.21 1.78 -0.92
11 C -0.51 0.35 -0.84
12 I -1.37 0.01 -2.86
13 C 0.46 -0.90 -0.57
14 C -0.56 0.08 2.69
15 C -1.90 0.13 3.51
16 H -4.41 -1.98 4.93
17 H -4.36 -0.14 4.67
18 H -3.53 -0.89 6.23
19 H -1.95 -3.42 4.69
20 H 0.30 -3.46 3.27
21 H 1.79 -2.50 1.56
22 H 2.59 -1.10 2.45
23 H 2.65 -1.06 -0.17
24 H 3.24 1.00 0.59
25 H 1.73 1.40 1.54
26 H 2.24 1.41 -1.48
27 H 1.97 2.74 -0.47
28 H -0.35 2.50 -0.21
29 H 0.07 2.22 -1.97
30 H -1.43 0.37 -0.15
31 H -0.18 -1.79 -0.20
32 H 0.86 -1.24 -1.60
33 H -0.23 1.04 2.18
34 H -2.49 1.11 3.61
35 C 0.94 0.78 -6.40
36 O 1.44 -0.31 -6.17
37 N 1.04 1.40 -7.60
38 N 0.23 1.47 -5.46
39 H 0.64 2.29 -7.81
40 H 1.56 0.92 -8.32
41 H 0.13 1.04 -4.55
42 H -0.19 2.37 -5.63

Its net charge is +1. For the HOMO-LUMO gap, the calculation gives 7.69 eV.


[5]
This record from the Open Molecules 2025 dataset describes C47H61CsF2N6O8SSi as an isolated structure in a non-equilibrium geometry. The level of theory is wB97M-V/def2-TZVPD.

Element x y z (Å)
1 Cs 1.68 -1.02 -0.13
2 N 6.22 -2.39 0.41
3 C 5.06 -1.78 0.10
4 N 4.42 -1.72 -1.04
5 C 5.10 -2.36 -2.11
6 N 4.55 -2.56 -3.29
7 N 3.32 -1.83 -3.44
8 C 2.37 -2.37 -4.12
9 C 1.12 -1.63 -4.21
10 C 0.18 -1.92 -5.15
11 C -0.99 -1.19 -5.22
12 C -1.28 -0.27 -4.25
13 C -0.28 -0.03 -3.29
14 N 0.85 -0.68 -3.28
15 C 6.49 -2.84 -1.94
16 C 7.32 -3.14 -3.02
17 C 8.58 -3.62 -2.81
18 C 9.06 -3.75 -1.53
19 C 8.31 -3.38 -0.43
20 C 6.98 -2.92 -0.64
21 H 6.48 -2.27 1.39
22 H 4.57 -1.46 0.98
23 H 2.51 -3.43 -4.39
24 H 0.48 -2.61 -5.93
25 H -1.65 -1.43 -6.04
26 H -2.17 0.30 -4.24
27 H -0.42 0.73 -2.54
28 H 6.84 -2.98 -3.95
29 H 9.17 -3.84 -3.66
30 H 10.05 -4.16 -1.27
31 H 8.72 -3.26 0.54
32 F 2.99 -6.96 2.94
33 C 2.08 -6.18 2.33
34 C 2.14 -4.80 2.54
35 C 1.32 -3.92 1.85
36 C 0.41 -4.52 0.92
37 C 0.36 -5.93 0.82
38 F -0.57 -6.49 -0.09
39 C 1.19 -6.81 1.49
40 C -0.52 -3.63 0.16
41 C -0.73 -3.76 -1.19
42 C -1.53 -2.92 -1.91
43 C -2.27 -1.99 -1.19
44 C -2.09 -1.96 0.20
45 N -1.23 -2.75 0.88
46 H 2.94 -4.48 3.23
47 H 1.19 -7.84 1.21
48 H -0.19 -4.60 -1.61
49 H -1.62 -3.06 -2.99
50 H -2.96 -1.30 -1.67
51 H -2.80 -1.34 0.76
52 O -0.57 1.01 1.28
53 H -0.17 0.54 2.08
54 H -1.48 0.77 1.09
55 O 0.05 3.42 -0.38
56 H -0.03 3.06 0.53
57 H -0.63 2.88 -0.86
58 O 1.20 -0.48 3.23
59 H 2.19 -0.29 3.10
60 H 1.10 -1.46 3.11
61 C -5.41 1.89 -5.38
62 C -5.10 3.08 -4.50
63 C -3.59 3.47 -4.62
64 C -5.90 4.38 -4.86
65 O -5.46 2.66 -3.24
66 Si -4.66 2.75 -1.82
67 S -2.90 1.72 -1.61
68 O -4.63 4.40 -1.58
69 C -4.40 5.07 -0.36
70 C -5.74 5.75 -0.12
71 C -4.09 4.24 0.86
72 C -3.24 6.13 -0.57
73 O -5.92 2.29 -0.76
74 C -6.25 0.92 -0.37
75 C -5.38 0.52 0.85
76 C -6.05 -0.08 -1.50
77 C -7.74 0.96 0.02
78 H -5.27 2.11 -6.44
79 H -6.47 1.67 -5.20
80 H -4.82 1.03 -5.15
81 H -3.43 4.08 -5.53
82 H -3.03 2.56 -4.67
83 H -3.24 4.00 -3.74
84 H -5.72 4.68 -5.86
85 H -5.56 5.15 -4.16
86 H -6.96 4.12 -4.73
87 H -6.58 5.05 -0.07
88 H -5.97 6.40 -0.95
89 H -5.76 6.41 0.78
90 H -4.98 3.72 1.18
91 H -3.76 5.03 1.57
92 H -3.41 3.45 0.65
93 H -3.43 6.62 -1.52
94 H -2.27 5.64 -0.51
95 H -3.30 6.83 0.34
96 H -4.35 0.62 0.61
97 H -5.61 -0.55 1.17
98 H -5.66 1.14 1.72
99 H -5.07 -0.03 -1.92
100 H -6.77 0.02 -2.38
101 H -6.29 -1.07 -1.10
102 H -7.92 1.76 0.79
103 H -8.01 -0.06 0.44
104 H -8.33 1.15 -0.89
105 C 4.13 1.65 8.66
106 C 4.32 1.09 7.30
107 C 4.10 -0.24 6.99
108 C 4.25 -0.80 5.74
109 C 3.83 -2.24 5.58
110 C 4.73 -0.02 4.69
111 C 5.11 1.31 5.00
112 C 5.68 2.19 3.97
113 C 4.86 1.86 6.26
114 C 4.76 -0.56 3.28
115 O 3.82 -0.12 2.49
116 O 5.67 -1.32 3.00
117 H 4.01 0.94 9.46
118 H 3.30 2.35 8.71
119 H 4.98 2.30 8.87
120 H 3.74 -0.87 7.77
121 H 3.56 -2.70 6.51
122 H 4.58 -2.78 4.97
123 H 2.93 -2.22 4.96
124 H 4.91 2.78 3.46
125 H 6.17 1.55 3.23
126 H 6.46 2.90 4.38
127 H 5.12 2.90 6.48

Its net charge is -2. As for the energy above the lowest of the compared OMol25 structures with the same formula, charge and spin: 32.3 kcal per mole. For the HOMO-LUMO gap, the calculation gives 5.99 eV.


[6]
This record from the Open Molecules 2025 dataset describes a 2-piece molecular cluster, C4H9NO overall in a non-equilibrium geometry. The level of theory is wB97M-V/def2-TZVPD.

Element x y z (Å)
1 C 0.24 1.65 -0.08
2 C -0.34 0.37 0.36
3 C 0.73 -0.68 0.45
4 N -1.54 0.24 0.55
5 H 0.53 1.55 -1.10
6 H 1.02 1.98 0.65
7 H -0.43 2.50 -0.12
8 H 0.33 -1.71 0.12
9 H 0.91 -0.89 1.51
10 H 1.69 -0.67 -0.10
11 H -1.88 -0.78 0.66
12 C -0.56 -3.01 -3.40
13 O -0.44 -2.36 -2.38
14 H -0.08 -2.95 -4.46
15 H -1.32 -3.89 -3.39

Its net charge is 0. As for the energy above the lowest of the compared OMol25 structures with the same formula, charge and spin: 67.8 kcal per mole. For the HOMO-LUMO gap, the calculation gives 9.87 eV. As for the SMILES: CC(C)=N.C=O.


[7]
This record from the Open Molecules 2025 dataset describes a 2-piece molecular cluster, C5H8O4 overall in a non-equilibrium geometry. The level of theory is wB97M-V/def2-TZVPD.

Element x y z (Å)
1 C 0.96 0.01 -1.71
2 C 0.07 0.68 -0.66
3 C 2.53 0.21 -1.51
4 O 3.19 -0.13 -2.52
5 O 2.92 0.66 -0.42
6 H 0.86 -1.07 -1.74
7 H 0.89 0.42 -2.71
8 H 0.62 1.52 -0.26
9 H -0.02 0.02 0.20
10 H -0.94 0.91 -0.99
11 C -2.23 -1.65 1.19
12 C -2.33 -0.24 1.78
13 O -3.02 0.56 1.10
14 O -1.78 -0.01 2.87
15 H -2.73 -2.40 1.83
16 H -1.23 -2.09 1.31
17 H -2.58 -1.81 0.17

Its net charge is -2. As for the energy above the lowest of the compared OMol25 structures with the same formula, charge and spin: 11.3 kcal per mole. For the HOMO-LUMO gap, the calculation gives 7.85 eV.


[8]
This record from the Open Molecules 2025 dataset describes C23H34N2O10PS3Ti as an isolated structure. The level of theory is wB97M-V/def2-TZVPD.

Element x y z (Å)
1 Ti -0.59 1.18 1.31
2 N 0.03 1.36 3.22
3 C -1.30 1.66 3.54
4 C -1.78 2.96 3.34
5 C -3.12 3.17 3.09
6 C -3.96 2.07 3.03
7 C -3.56 0.83 3.54
8 C -2.23 0.62 3.80
9 S -5.39 2.12 1.98
10 O -6.31 1.13 2.45
11 O -5.79 3.48 1.82
12 O -4.80 1.64 0.60
13 H 0.36 0.50 3.66
14 H 1.63 2.28 2.99
15 H -1.06 3.77 3.30
16 H -3.51 4.14 2.81
17 H -4.28 0.03 3.60
18 H -1.87 -0.36 4.08
19 C 3.34 3.45 -0.60
20 C 4.43 2.56 -0.04
21 C 5.31 1.99 -1.13
22 C 5.23 3.26 1.04
23 O 3.81 1.35 0.58
24 P 2.55 1.18 1.45
25 O 2.49 2.32 2.50
26 O 1.25 1.16 0.64
27 O 2.71 -0.14 2.26
28 C 3.09 -1.50 1.77
29 C 2.42 -2.43 2.76
30 C 4.60 -1.59 1.84
31 C 2.57 -1.71 0.36
32 H 3.80 4.30 -1.10
33 H 2.69 3.83 0.19
34 H 2.74 2.91 -1.34
35 H 5.83 2.80 -1.63
36 H 4.72 1.44 -1.86
37 H 6.06 1.32 -0.70
38 H 5.77 4.10 0.61
39 H 5.96 2.57 1.48
40 H 4.58 3.63 1.83
41 H 2.77 -2.22 3.77
42 H 2.68 -3.46 2.51
43 H 1.34 -2.32 2.71
44 H 4.95 -1.37 2.85
45 H 5.07 -0.88 1.15
46 H 4.92 -2.59 1.57
47 H 1.49 -1.58 0.33
48 H 2.81 -2.72 0.04
49 H 3.03 -1.02 -0.34
50 O -0.56 -0.88 1.78
51 C -1.58 -0.92 1.00
52 N -1.59 -0.05 0.01
53 S -3.27 0.77 0.07
54 O -2.50 1.76 0.94
55 O -3.50 1.03 -1.32
56 C -3.90 -0.75 0.79
57 C -5.22 -1.13 0.89
58 C -5.50 -2.34 1.51
59 C -4.48 -3.12 2.05
60 C -3.15 -2.73 1.94
61 C -2.87 -1.55 1.28
62 H -6.02 -0.50 0.51
63 H -6.52 -2.66 1.60
64 H -4.72 -4.05 2.55
65 H -2.35 -3.34 2.34
66 C -1.75 4.60 0.29
67 S -0.27 3.58 0.26
68 C -0.41 2.93 -1.43
69 H -2.64 3.99 0.17
70 H -1.66 5.33 -0.51
71 H -1.77 5.13 1.24
72 H -0.25 3.74 -2.13
73 H -1.39 2.48 -1.59
74 H 0.37 2.17 -1.56

Its net charge is +1. As for the energy above the lowest of the compared OMol25 structures with the same formula, charge and spin: 2.3 kcal per mole. For the HOMO-LUMO gap, the calculation gives 7.91 eV.


| no. | electronic energy (hartree) |
| --- | --- |
| 1 | -513.1225 |
| 2 | -4837.1197 |
| 3 | -3313.4547 |
| 4 | -1084.0585 |
| 5 | -3665.8500 |
| 6 | -287.7244 |
| 7 | -496.3078 |
| 8 | -4144.1019 |